{"formula": "C42H113N3O13", "method": "ωB97M-V/def2-TZVPD", "symbols": ["C", "C", "C", "O", "C", "N", "H", "H", "H", "H", "H", "H", "H", "H", "H", "H", "H", "C", "C", "C", "O", "C", "N", "H", "H", "H", "H", "H", "H", "H", "H", "H", "H", "H", "C", "C", "C", "O", "C", "N", "H", "H", "H", "H", "H", "H", "H", "H", "H", "H", "H", "C", "C", "C", "O", "H", "H", "H", "H", "H", "H", "H", "H", "C", "C", "C", "O", "H", "H", "H", "H", "H", "H", "H", "H", "C", "C", "C", "O", "H", "H", "H", "H", "H", "H", "H", "H", "C", "C", "C", "O", "H", "H", "H", "H", "H", "H", "H", "H", "C", "C", "C", "O", "H", "H", "H", "H", "H", "H", "H", "H", "C", "C", "C", "O", "H", "H", "H", "H", "H", "H", "H", "H", "C", "C", "C", "O", "H", "H", "H", "H", "H", "H", "H", "H", "C", "C", "C", "O", "H", "H", "H", "H", "H", "H", "H", "H", "C", "C", "C", "O", "H", "H", "H", "H", "H", "H", "H", "H", "C", "C", "C", "O", "H", "H", "H", "H", "H", "H", "H", "H"], "xyz": [[7.19305, -0.41891, 2.04269], [6.09117, 0.32957, 2.62187], [6.31913, 0.82291, 4.06294], [6.57656, -0.24797, 4.95059], [6.59590, 0.16194, 6.29187], [5.76948, 1.54513, 1.77749], [8.04551, 0.23181, 1.98754], [6.89924, -0.70463, 1.04127], [7.47010, -1.29038, 2.69244], [5.19897, -0.30312, 2.60776], [5.35574, 1.32337, 4.29331], [7.11848, 1.52999, 4.08993], [5.60019, 0.49001, 6.58837], [7.35582, 0.99172, 6.19513], [7.06948, -0.63991, 6.84896], [6.68926, 1.94913, 1.52921], [5.30974, 1.27823, 0.90666], [-3.15255, 5.38693, 0.46649], [-2.60310, 5.07038, -0.86332], [-1.09032, 5.18817, -0.96610], [-0.57305, 6.46891, -0.76899], [-0.46527, 7.35120, -1.90483], [-2.91728, 3.69886, -1.28933], [-4.22541, 5.39895, 0.49920], [-2.64348, 6.32189, 0.62738], [-2.82966, 4.68522, 1.16963], [-2.97923, 5.74980, -1.61712], [-0.90703, 4.80380, -1.98336], [-0.63961, 4.48710, -0.27433], [-1.40406, 7.26881, -2.54237], [0.44650, 7.11270, -2.47713], [-0.37993, 8.36054, -1.49766], [-2.65815, 3.57609, -2.29217], [-3.96158, 3.44688, -1.13045], [-2.55244, -0.60309, -0.81436], [-1.68266, 0.11635, 0.23584], [-0.76651, -0.89156, 0.91266], [0.11450, -0.19105, 1.80899], [1.19445, -1.03966, 2.28879], [-0.91950, 1.16773, -0.36060], [-2.12750, -1.41451, -1.35971], [-2.90737, 0.20311, -1.44551], [-3.50951, -0.96527, -0.36460], [-2.47092, 0.47080, 0.92702], [-0.14918, -1.36382, 0.09150], [-1.22851, -1.73133, 1.47003], [1.93603, -0.32973, 2.59559], [1.51226, -1.74894, 1.50736], [0.88332, -1.68605, 3.16494], [-0.14953, 1.34319, 0.25701], [-1.52382, 2.01780, -0.48352], [5.67078, -4.74778, 4.43688], [5.70700, -3.61973, 3.42110], [4.87767, -3.93598, 2.14812], [5.05970, -2.44759, 3.96058], [4.60791, -4.76999, 4.92900], [6.34738, -4.44161, 5.21558], [5.92471, -5.77143, 4.08355], [6.72899, -3.35645, 3.04601], [5.41287, -4.71176, 1.56099], [4.68611, -3.08641, 1.51009], [3.90943, -4.20344, 2.55574], [5.69430, -1.80906, 4.42916], [-4.09152, -6.00880, -4.59203], [-4.34028, -6.80743, -3.28913], [-2.98769, -6.91324, -2.52873], [-5.33570, -6.08609, -2.54349], [-3.47127, -6.47687, -5.34584], [-3.56533, -5.12509, -4.25074], [-5.05473, -5.79585, -5.02470], [-4.71711, -7.78028, -3.56891], [-2.29474, -7.36367, -3.20429], [-3.04761, -7.54348, -1.56694], [-2.66883, -5.90908, -2.25480], [-6.04704, -6.66393, -2.33785], [2.56673, 3.55859, 1.14030], [3.03092, 4.87580, 0.35004], [4.47862, 4.84400, -0.14885], [2.17407, 5.00715, -0.84447], [3.00178, 3.57863, 2.12918], [2.92859, 2.63027, 0.64682], [1.50670, 3.45077, 1.13864], [2.91268, 5.81929, 0.99050], [5.20296, 4.53111, 0.61199], [4.69019, 5.88009, -0.55198], [4.52030, 4.08454, -0.96189], [1.41910, 5.62642, -0.75982], [-3.14992, 1.90695, -5.67121], [-2.04828, 2.87042, -5.44853], [-2.46926, 4.28899, -5.79111], [-1.67540, 2.82269, -4.05114], [-3.59684, 2.04557, -6.73067], [-3.98346, 2.13148, -4.91964], [-2.73546, 0.93630, -5.55071], [-1.18545, 2.58100, -6.06895], [-1.66222, 4.94152, -5.39187], [-3.33956, 4.62470, -5.26282], [-2.59624, 4.36544, -6.86438], [-1.35601, 1.92845, -3.84222], [-1.69940, -2.68525, -3.91638], [-0.20770, -2.61348, -4.20013], [-0.01277, -1.91418, -5.55165], [0.56936, -2.04592, -3.10766], [-1.96179, -3.26119, -2.96019], [-2.24167, -3.20574, -4.76410], [-2.17247, -1.69682, -3.92994], [0.22421, -3.61717, -4.37795], [0.96034, -2.09429, -5.98635], [-0.10334, -0.82914, -5.37094], [-0.76469, -2.20416, -6.26021], [0.37030, -1.04668, -3.09399], [-7.02189, 1.81226, -1.49804], [-6.58915, 1.94979, -0.02224], [-7.19703, 0.79492, 0.78419], [-5.16833, 2.01459, 0.01411], [-6.95043, 0.78862, -1.80662], [-6.38758, 2.41572, -2.18112], [-8.06240, 2.19741, -1.56176], [-6.78628, 2.87279, 0.52689], [-6.76725, 0.81978, 1.82865], [-6.84134, -0.11314, 0.31556], [-8.26097, 0.72453, 0.84556], [-4.80369, 1.11040, -0.14014], [1.35167, -5.22111, 0.66597], [1.41433, -4.76607, -0.84006], [0.96110, -5.89473, -1.71576], [0.52769, -3.66113, -0.92044], [2.19548, -5.91918, 0.94649], [0.41213, -5.67247, 0.98587], [1.43460, -4.34832, 1.25125], [2.38805, -4.38127, -1.10392], [0.97248, -5.62223, -2.78590], [-0.12748, -6.09278, -1.56016], [1.56856, -6.78549, -1.68544], [0.48446, -3.20430, -1.72847], [2.26222, 1.27152, -2.10383], [1.16977, 1.81875, -2.99613], [1.67107, 1.88960, -4.42005], [0.04548, 1.01292, -2.93108], [3.09633, 2.00770, -2.08873], [2.56635, 0.32767, -2.47237], [1.91397, 1.18813, -1.07007], [0.85424, 2.76845, -2.57885], [2.03026, 0.88769, -4.76405], [2.46210, 2.62553, -4.44998], [0.87317, 2.26328, -5.04143], [-0.33282, 0.97943, -2.02066], [-3.67167, -2.00385, 3.60012], [-2.82235, -2.52851, 4.74630], [-1.90653, -3.64112, 4.26030], [-2.23136, -1.48110, 5.47437], [-4.46149, -1.40892, 3.98088], [-4.12090, -2.68066, 2.89836], [-3.09985, -1.31352, 2.99681], [-3.46591, -3.01943, 5.39451], [-1.18299, -3.23736, 3.51105], [-2.55182, -4.44017, 3.85889], [-1.39972, -3.85161, 5.18274], [-1.80053, -0.81807, 4.85291], [0.22994, 2.95841, 4.07441], [0.09008, 1.62765, 4.62858], [-0.14116, 1.73310, 6.11143], [-1.06106, 0.88460, 4.09112], [1.07477, 3.45315, 4.56208], [-0.66904, 3.50518, 4.42620], [0.34222, 3.03734, 2.98651], [0.98477, 1.02133, 4.39341], [-0.47484, 0.78671, 6.50466], [-0.86975, 2.47682, 6.35433], [0.72425, 1.98891, 6.68634], [-0.80152, 0.57164, 3.21445]], "forces_ev_per_a": [[1.202, -1.547, 0.436], [-1.869, 1.431, 0.105], [-1.853, -0.584, -0.839], [-0.523, -0.987, -1.298], [1.851, 1.275, -1.173], [0.930, -0.333, 0.735], [0.774, 0.244, -0.172], [0.257, -0.476, -0.232], [-0.203, 0.556, -0.820], [-0.046, 0.131, 0.228], [0.555, 0.004, 0.380], [0.774, 0.720, 0.124], [0.160, -0.007, 0.507], [-0.913, -0.195, 1.344], [-0.488, -0.041, 0.387], [-0.833, -0.091, -0.061], [0.224, -0.050, 0.298], [0.349, 0.900, -0.681], [-0.134, -1.205, -1.406], [-0.652, -0.828, -1.139], [0.599, 0.938, 0.171], [-1.039, -0.858, -0.055], [-1.579, -0.843, -0.358], [-0.522, 0.466, -0.050], [-0.534, 0.807, 0.991], [0.667, -1.190, 1.247], [-0.429, 0.683, -0.135], [0.586, 0.170, 0.099], [0.330, 0.008, 0.355], [1.227, 0.187, 0.566], [-0.411, 0.018, -0.039], [-0.072, -0.133, -0.109], [-0.513, -0.072, 0.939], [2.456, 0.587, -0.415], [-1.515, 0.811, 1.002], [-1.789, -1.814, 0.541], [1.150, -0.377, -0.512], [0.309, -0.923, -0.131], [-1.407, -0.535, 0.297], [-0.530, 0.988, -0.598], [0.639, -0.360, -0.498], [0.096, 0.002, -0.774], [0.794, -0.115, 0.002], [0.695, 0.316, 0.340], [-0.408, 0.337, 0.771], [-0.340, 0.540, -0.429], [0.748, -0.050, 0.138], [0.153, 0.547, 0.055], [0.095, 0.845, -0.740], [0.414, 0.619, 0.267], [0.753, -0.664, 0.176], [-1.661, -0.087, 0.709], [-0.496, 1.035, -1.748], [0.757, -0.535, 0.868], [1.326, 0.735, 0.880], [1.853, -0.024, -1.056], [0.363, -0.268, 0.589], [-0.084, 0.821, -0.002], [-0.446, -0.310, 0.757], [-0.790, 0.136, 0.343], [0.377, 0.489, -0.067], [-0.320, -0.692, -0.412], [-0.956, -1.308, -0.852], [-0.077, -0.237, 1.065], [0.914, 0.545, -0.403], [-1.744, -0.697, 1.459], [1.271, 0.478, -0.300], [0.173, -0.482, 0.072], [-0.189, 0.570, -0.332], [-0.240, 0.423, -0.235], [-0.134, -0.505, 0.183], [0.740, -0.292, -0.324], [-0.004, 0.909, -1.464], [0.120, 0.021, 0.000], [-0.820, -0.722, 0.289], [1.758, 0.839, -1.433], [-1.473, -0.011, 0.399], [-0.571, 0.259, -0.783], [0.509, 0.128, 0.406], [-0.126, -0.077, 0.407], [0.110, 0.689, 0.061], [-0.860, 0.370, 0.263], [-0.098, -1.418, -0.609], [-0.244, 0.307, 0.028], [0.144, -1.324, 0.336], [0.101, 0.624, 0.314], [0.650, -0.388, 0.601], [-2.470, 0.934, -1.017], [0.152, 0.646, 0.754], [1.759, 0.146, 0.781], [-0.201, 0.352, -0.790], [0.726, -0.473, 1.614], [1.087, -0.547, -0.977], [-0.199, -1.207, 0.078], [-0.032, 0.189, 0.109], [-0.313, -0.102, -0.751], [-0.810, -0.204, 0.191], [0.011, 0.335, -0.112], [0.292, 0.132, 0.146], [-1.171, -1.355, 0.286], [0.418, -0.583, -0.641], [0.421, 1.232, 1.073], [-1.098, 1.666, -1.212], [0.435, 0.976, -1.222], [0.799, 0.260, 0.874], [0.263, 0.058, 0.440], [-0.385, 0.184, 0.661], [0.320, -0.071, 0.002], [-0.031, -0.188, -0.272], [-0.407, -0.234, -0.291], [0.379, -1.610, 0.103], [-0.540, 2.065, 0.582], [-0.151, -0.109, -0.267], [2.219, 0.123, 1.183], [0.838, -1.732, 0.243], [-0.141, -0.636, -0.143], [-0.359, -0.214, 0.542], [0.467, -0.520, -0.337], [-0.857, 0.278, -0.751], [-0.557, -0.055, -0.977], [0.050, -0.547, -0.030], [-0.727, 0.404, -0.162], [-0.273, 0.941, 0.100], [1.224, -0.798, -0.985], [-1.053, -0.196, 1.456], [-1.212, 0.184, -1.742], [-0.667, -1.067, 2.675], [-0.863, 0.702, -0.437], [-0.121, -0.165, -0.584], [0.371, 1.116, 0.835], [0.696, -0.323, 0.044], [0.222, 0.258, 0.211], [0.891, -0.177, 0.387], [0.092, -0.393, 0.522], [0.443, 0.900, -2.135], [0.194, 1.681, 0.756], [0.858, 0.247, 0.731], [-0.192, -0.260, 0.239], [-1.402, -2.018, -0.904], [-0.277, -0.620, -0.068], [0.563, -1.087, -0.258], [-0.002, -0.157, -0.095], [0.303, 0.778, -0.358], [-0.283, 0.818, 0.210], [0.432, 0.018, -0.183], [-0.257, -0.065, -0.491], [0.155, 0.191, 0.417], [0.383, 0.861, -0.083], [-0.116, 0.302, -2.199], [0.304, 1.404, -0.223], [0.926, 0.724, -0.954], [-0.936, 0.654, 0.539], [0.013, -0.944, -0.042], [0.523, 0.278, -0.299], [-1.366, -0.715, 1.666], [-0.461, -0.579, 0.366], [0.683, 0.104, 0.210], [0.730, -1.071, 0.103], [-0.617, -0.804, 0.939], [-0.595, 2.279, -0.446], [-0.343, -2.585, 0.162], [0.091, -0.869, 0.296], [0.497, 0.663, 0.504], [0.102, 0.010, -0.202], [0.370, 0.090, -0.652], [-0.099, -0.147, 0.286], [-0.190, 0.088, 0.315], [-0.257, -0.397, 0.111], [-0.722, 0.457, -0.062], [0.881, 0.247, 0.056], [0.157, -0.005, -0.298]], "homo_energy_ev": -8.86, "lumo_ha": 0.022, "max_force_ev_per_a": 3.0, "relative_energy_kj_mol": 202.3}